Below is C27H29N7O7P2ReS2Si as an isolated structure, with properties calculated with ωB97M-V/def2-TZVPD.

Values from the calculation:
* orbital gap (alpha / beta): 6.43 / 6.45 eV
* net charge: +2
* E_tot: -103480.01883 eV
* maximum force: 3.8 eV/Å
* lowest unoccupied orbital energy (alpha / beta): -6.0 / -6.5 eV
* multiplicity: 4
* relative energy (zero: lowest compared OMol25 entry of this formula, charge and spin): 3.903 eV

Each line ends with the Mulliken charge.
CARTESIAN COORDINATES (ANGSTROEM)
Re (0.75697, -0.21936, -1.19407)  0.60
C (-1.52202, 3.38880, 2.80204)  -1.78
C (-1.22599, 2.00047, 2.21097)  0.64
O (-2.04847, 1.75557, 1.03737)  -0.24
P (0.54309, 2.14052, 1.58028)  0.17
O (1.54918, 1.72108, 2.70593)  -0.59
O (0.89887, 3.60195, 1.30142)  -0.52
O (0.61392, 1.27181, 0.33314)  -0.53
P (-1.27477, 0.72953, 3.55581)  0.87
O (-1.72089, 1.58843, 4.91048)  -0.58
O (0.04237, 0.02433, 3.80267)  -0.82
O (-2.51092, -0.18951, 3.14372)  -0.08
H (-1.62812, 4.04892, 1.93892)  0.52
H (-0.78555, 3.71648, 3.50004)  0.44
H (-2.52315, 3.42207, 3.32449)  0.38
H (-2.10856, 2.64225, 0.58902)  0.36
H (1.20046, 0.90266, 3.22918)  0.50
H (1.48267, 3.75505, 0.55014)  0.45
H (-1.36577, 1.04487, 5.67164)  0.38
N (2.39065, -3.57530, 0.34070)  0.03
C (3.14633, -2.77080, 1.29828)  0.56
C (4.35056, -3.13987, 1.97821)  -0.93
C (5.20474, -2.06945, 2.28011)  -0.45
C (4.85512, -0.77345, 1.93991)  -0.89
C (3.55938, -0.44881, 1.50415)  -0.57
C (2.70746, -1.45658, 1.13164)  0.75
N (1.80653, -1.44332, 0.03042)  0.06
C (1.69010, -2.77094, -0.43497)  0.43
C (1.37830, -2.94370, -1.86005)  -0.23
C (2.05295, -3.76939, -2.75789)  -0.46
S (2.20124, -3.00686, -4.26694)  -0.17
C (1.28160, -1.52315, -3.71639)  0.02
N (0.88407, -1.72756, -2.37613)  0.19
H (2.42986, -4.55624, 0.23345)  0.20
H (4.59669, -4.18313, 2.23972)  0.40
H (6.15520, -2.26745, 2.70173)  0.45
H (5.56796, 0.04674, 1.97005)  0.43
H (3.32098, 0.59245, 1.28867)  0.27
H (2.29999, -4.82018, -2.62286)  0.38
H (0.43508, -1.42332, -4.41406)  0.36
S (-1.46976, 4.76743, -6.18875)  0.24
N (-2.25202, 4.26554, -4.88622)  -0.58
C (-1.41597, 3.40751, -4.27004)  0.02
C (-1.83715, 2.55768, -3.22845)  0.70
C (-3.16925, 2.30686, -2.82322)  -0.56
C (-3.31782, 1.38003, -1.83015)  -0.83
C (-2.22444, 0.60038, -1.32634)  -0.27
N (-0.95176, 0.84564, -1.72378)  0.14
C (-0.72189, 1.83234, -2.66315)  0.70
C (0.56639, 1.68954, -3.33148)  -0.24
N (1.36346, 0.63194, -2.78703)  0.12
C (2.11133, -0.24243, -3.75992)  0.15
C (2.31550, 0.38780, -5.12381)  -0.93
C (1.75968, 1.57801, -5.39996)  -0.80
C (0.78153, 2.20421, -4.59638)  0.31
C (-0.21577, 3.13751, -5.02429)  0.54
N (-0.08580, 3.89828, -6.11280)  -0.64
H (-3.96151, 2.75216, -3.36818)  0.60
H (-4.29772, 1.25657, -1.38376)  0.48
H (-2.32120, -0.14150, -0.56533)  0.39
H (3.11560, -0.41439, -3.37902)  0.39
H (3.09016, 0.04269, -5.80828)  0.45
H (2.16261, 2.15631, -6.24745)  0.41
C (-4.35544, -1.85499, 4.65123)  -1.14
Si (-2.88700, -1.87036, 3.36908)  0.44
C (-3.47077, -2.45843, 1.68591)  -0.87
C (-1.27341, -2.58222, 3.95316)  -1.03
H (-5.17126, -2.25970, 4.15262)  0.37
H (-4.72068, -0.77727, 4.92786)  0.28
H (-4.05087, -2.30967, 5.60155)  0.35
H (-3.55930, -1.65782, 0.93388)  0.15
H (-4.48874, -2.95173, 1.62834)  0.39
H (-2.71108, -3.20065, 1.30026)  0.26
H (-1.30199, -3.59086, 3.57206)  0.45
H (-1.33329, -2.58064, 5.04379)  0.27
H (-0.38850, -2.12133, 3.52707)  0.27

=====

Below is a single C27H29NO4 molecule, with properties calculated with ωB97M-V/def2-TZVPD.

Values from the calculation:
* orbital gap: 8.98 eV
* E_tot: -38151.25674 eV
* maximum force: 0.8 eV/Å
* lowest unoccupied orbital energy: 0.5 eV
* relative energy (zero: lowest compared OMol25 entry of this formula, charge and spin): 0.250 eV
* structure (SMILES): CCCOc1ccc([C@@H](CC(=O)O)NC(=O)CC(c2ccccc2)c2ccccc2)cc1

Each line ends with the Mulliken charge.
CARTESIAN COORDINATES (ANGSTROEM)
C (-2.61692, 3.20949, 3.95338)  -1.32
C (-2.75593, 3.89829, 2.60118)  0.34
C (-1.54586, 4.78926, 2.30633)  -0.76
O (-0.34735, 4.05427, 2.17071)  -0.51
C (-0.08668, 3.38450, 1.01618)  0.72
C (1.09893, 2.64563, 1.00719)  -0.78
C (1.48652, 1.94411, -0.11199)  -0.21
C (0.70084, 1.95557, -1.26105)  0.50
C (1.10747, 1.18055, -2.49608)  -0.74
C (2.48517, 1.62254, -3.00409)  -0.54
C (2.79804, 1.18834, -4.40816)  0.25
O (3.62841, 1.69831, -5.11204)  -0.60
O (2.06100, 0.14659, -4.82588)  -0.42
N (1.06055, -0.25513, -2.23937)  0.17
C (1.98195, -0.99866, -1.59532)  0.37
O (3.07052, -0.59522, -1.23257)  -0.72
C (1.53024, -2.42373, -1.31738)  -1.21
C (0.91586, -2.46693, 0.10156)  0.21
C (0.62359, -3.90270, 0.49153)  -0.08
C (1.70003, -4.74930, 0.73964)  -0.43
C (1.49932, -6.07294, 1.08144)  -0.72
C (0.21270, -6.57453, 1.18770)  -0.46
C (-0.86406, -5.73808, 0.95803)  -0.87
C (-0.66116, -4.41173, 0.61337)  -0.09
C (-0.27374, -1.54789, 0.21156)  0.46
C (-1.32475, -1.58937, -0.70075)  0.03
C (-2.39510, -0.72007, -0.58870)  -1.11
C (-2.43854, 0.20116, 0.44317)  -0.60
C (-1.40652, 0.24414, 1.36258)  -0.58
C (-0.33314, -0.61992, 1.24236)  -0.30
C (-0.48014, 2.67878, -1.24516)  -1.19
C (-0.87819, 3.39076, -0.12635)  -0.19
H (-3.43049, 2.50545, 4.11105)  0.35
H (-1.67387, 2.66987, 4.00247)  0.25
H (-2.63142, 3.94176, 4.75748)  0.42
H (-3.65496, 4.51719, 2.58529)  0.47
H (-2.84570, 3.14505, 1.81620)  -0.22
H (-1.36394, 5.45325, 3.15649)  0.43
H (-1.72371, 5.40805, 1.41822)  0.33
H (1.70523, 2.64580, 1.89927)  0.44
H (2.40347, 1.37746, -0.09515)  0.48
H (0.36814, 1.36912, -3.28323)  0.69
H (2.57933, 2.70747, -2.94958)  0.45
H (3.25251, 1.18481, -2.35819)  0.29
H (2.33637, -0.10900, -5.72037)  0.35
H (0.16464, -0.68267, -2.40856)  0.36
H (0.81662, -2.77367, -2.06245)  0.30
H (2.40729, -3.07062, -1.34221)  0.63
H (1.68913, -2.09585, 0.78538)  0.55
H (2.70715, -4.36287, 0.67104)  0.42
H (2.34802, -6.71410, 1.26974)  0.38
H (0.05210, -7.60840, 1.45504)  0.38
H (-1.87201, -6.11627, 1.04908)  0.41
H (-1.51639, -3.77274, 0.45389)  0.38
H (-1.31934, -2.31659, -1.50184)  0.52
H (-3.20067, -0.76628, -1.30777)  0.43
H (-3.27775, 0.87552, 0.52982)  0.43
H (-1.43237, 0.95224, 2.17594)  0.33
H (0.47201, -0.57181, 1.96076)  0.41
H (-1.10928, 2.69762, -2.12421)  0.35
H (-1.80320, 3.94416, -0.16661)  0.40

=====

Below is C27H30BrF5N2O3OsSSeSi2Te as an isolated structure, with properties calculated with ωB97M-V/def2-TZVPD.

Values from the calculation:
* orbital gap (alpha / beta): 6.27 / 6.66 eV
* E_tot: -222932.51272 eV
* maximum force: 2.3 eV/Å
* lowest unoccupied orbital energy (alpha / beta): -1.3 / -2.1 eV
* multiplicity: 5
* relative energy (zero: lowest compared OMol25 entry of this formula, charge and spin): 1.963 eV

Each line ends with the Mulliken charge.
CARTESIAN COORDINATES (ANGSTROEM)
Os (1.30718, 0.92549, -1.28463)  1.27
S (3.62227, 0.60971, -0.46018)  -0.50
F (-2.39172, 5.49910, 2.25042)  -0.32
C (-1.51325, 4.82340, 1.50860)  0.40
C (-0.60207, 5.50922, 0.71909)  0.52
F (-0.61596, 6.83741, 0.70131)  -0.30
C (0.28895, 4.81395, -0.07010)  0.49
F (1.12894, 5.48629, -0.86538)  -0.32
C (0.31328, 3.41372, -0.08884)  0.46
O (1.16290, 2.79375, -0.89566)  -0.77
C (-0.60255, 2.72324, 0.71818)  -0.35
F (-1.10497, 0.63161, 2.38123)  -0.69
C (-1.51271, 3.44071, 1.47640)  0.32
F (-2.46658, 2.80262, 2.16439)  -0.41
C (-2.11790, -1.34172, -2.67716)  -0.73
Si (-2.77502, 0.30503, -2.03013)  0.12
C (-1.87165, 1.68285, -2.97131)  -0.65
C (-4.62319, 0.38311, -2.41405)  -1.15
C (-2.60598, 0.56523, -0.14810)  -0.79
Te (-0.55688, 0.53761, 0.46391)  0.34
C (-0.65297, -1.58610, 0.70644)  0.21
Si (-1.22660, -2.35272, 2.35457)  0.10
C (-2.88677, -1.68200, 2.94747)  -1.10
C (0.21614, -2.23984, 3.55959)  -0.89
C (-1.52145, -4.15556, 1.84325)  -1.19
H (-2.30679, -1.40185, -3.75104)  0.44
H (-2.60956, -2.20037, -2.21581)  0.33
H (-1.04555, -1.44648, -2.53146)  0.00
H (-2.00792, 1.56210, -4.04718)  0.45
H (-0.78902, 1.65423, -2.79013)  -0.01
H (-2.22191, 2.68091, -2.70329)  0.31
H (-4.79727, 0.21762, -3.47872)  0.31
H (-5.05853, 1.34807, -2.15136)  0.33
H (-5.16821, -0.38743, -1.86663)  0.32
H (-3.09730, -0.21365, 0.43424)  0.43
H (-3.02878, 1.52989, 0.12401)  0.57
H (0.32694, -1.99175, 0.46014)  0.08
H (-1.32428, -1.88460, -0.10052)  0.12
H (-2.88633, -0.60018, 3.05450)  0.25
H (-3.14313, -2.11485, 3.91662)  0.43
H (-3.68018, -1.95780, 2.24881)  0.30
H (0.39477, -1.20757, 3.86434)  0.15
H (1.13052, -2.61956, 3.09563)  0.27
H (0.04361, -2.83131, 4.45991)  0.50
H (-2.35729, -4.22437, 1.14438)  0.33
H (-1.76394, -4.77497, 2.70872)  0.36
H (-0.64409, -4.58721, 1.35875)  0.35
Br (3.64265, -4.76895, -6.27776)  -0.19
C (3.16023, -3.13367, -5.44806)  -0.11
C (3.09236, -1.97866, -6.20928)  -0.30
C (2.75615, -0.78010, -5.59795)  -0.98
C (2.46424, -0.74768, -4.24495)  -0.22
C (2.51585, -1.91854, -3.49457)  0.59
C (2.88034, -3.11755, -4.09431)  -0.40
C (2.14213, -1.94136, -2.04067)  -0.34
O (2.56100, -2.78523, -1.28182)  -0.62
O (1.25676, -1.02530, -1.65981)  0.28
H (3.30249, -2.01324, -7.26902)  0.42
H (2.71705, 0.12511, -6.18881)  0.40
H (2.20830, 0.19084, -3.76796)  0.30
H (2.92689, -4.01503, -3.49385)  0.57
Se (2.57475, -0.68254, 0.95534)  0.58
N (1.39923, 0.54382, 1.65828)  -0.12
C (1.84414, 0.89440, 2.88111)  0.58
C (1.29569, 1.88251, 3.71042)  -0.47
C (1.89371, 2.13600, 4.92029)  -0.73
C (3.01907, 1.40006, 5.36011)  -0.56
C (3.59074, 0.44098, 4.57290)  -0.87
C (3.04305, 0.19092, 3.29361)  0.67
N (3.56681, -0.67492, 2.42519)  -0.83
H (0.41732, 2.42290, 3.39142)  0.32
H (1.48816, 2.91244, 5.55497)  0.44
H (3.43556, 1.60612, 6.33710)  0.38
H (4.44813, -0.13833, 4.88485)  0.49